# 1
Below is a molecular structure, C48H30Br2MnN6O4S2, with properties calculated with ωB97M-V with the def2-TZVPD basis set.

Cartesian coordinates (Å):
1 Mn -0.478 -0.424 0.173
2 O 6.009 0.533 1.968
3 C 5.602 0.912 0.857
4 O 6.195 1.301 -0.160
5 C 4.059 0.835 0.698
6 C 3.267 0.374 1.740
7 C 1.905 0.268 1.551
8 N 1.305 0.584 0.385
9 C 2.056 1.100 -0.602
10 C 3.431 1.226 -0.473
11 C 1.361 1.563 -1.831
12 C 1.898 1.313 -3.087
13 C 1.206 1.748 -4.202
14 C 0.013 2.430 -4.028
15 C -0.432 2.648 -2.734
16 N 0.218 2.228 -1.653
17 C 0.978 -0.203 2.603
18 C 1.333 -0.323 3.940
19 C 0.366 -0.688 4.859
20 C -0.932 -0.918 4.428
21 C -1.204 -0.799 3.080
22 N -0.273 -0.459 2.187
23 H 3.774 0.102 2.657
24 H 4.053 1.638 -1.258
25 H 2.813 0.747 -3.189
26 H 1.580 1.532 -5.194
27 H -0.567 2.779 -4.871
28 H -1.358 3.188 -2.554
29 H 2.345 -0.113 4.255
30 H 0.623 -0.780 5.906
31 H -1.718 -1.194 5.116
32 H -2.193 -0.993 2.686
33 S -3.635 5.669 1.596
34 C -2.578 6.992 1.373
35 C -1.408 6.612 0.792
36 C -1.366 5.220 0.520
37 C -2.508 4.570 0.899
38 C -2.810 3.142 0.757
39 C -1.738 2.238 0.601
40 N -1.913 0.946 0.416
41 C -3.177 0.460 0.421
42 C -4.306 1.263 0.573
43 C -5.600 0.639 0.488
44 C -5.725 -0.683 0.228
45 C -4.568 -1.514 0.036
46 C -4.610 -2.848 -0.394
47 C -3.437 -3.522 -0.662
48 C -2.217 -2.853 -0.424
49 N -2.151 -1.610 -0.007
50 C -3.309 -0.936 0.180
51 C -3.409 -4.873 -1.230
52 C -2.348 -5.515 -1.809
53 C -2.685 -6.801 -2.305
54 C -3.993 -7.111 -2.096
55 S -4.822 -5.851 -1.297
56 C -4.094 2.640 0.741
57 H -2.873 7.980 1.687
58 H -0.606 7.296 0.563
59 H -0.531 4.729 0.038
60 H -0.713 2.576 0.590
61 H -6.479 1.259 0.610
62 H -6.706 -1.131 0.129
63 H -5.572 -3.313 -0.575
64 H -1.269 -3.337 -0.611
65 H -1.363 -5.081 -1.906
66 H -1.987 -7.460 -2.800
67 H -4.513 -8.015 -2.367
68 H -4.949 3.301 0.831
69 Br -0.326 -3.973 2.204
70 C 0.986 -3.747 0.841
71 C 1.718 -4.863 0.472
72 C 2.696 -4.690 -0.492
73 C 2.888 -3.430 -1.034
74 C 2.082 -2.393 -0.605
75 N 1.126 -2.539 0.328
76 H 1.531 -5.819 0.937
77 H 3.301 -5.529 -0.810
78 H 3.643 -3.242 -1.783
79 H 2.182 -1.409 -1.034
80 Br -6.470 -1.522 -3.627
81 C -4.584 -1.323 -3.552
82 C -4.051 -0.217 -2.908
83 C -2.677 -0.140 -2.742
84 C -1.844 -1.138 -3.234
85 C -2.397 -2.195 -3.946
86 C -3.773 -2.306 -4.093
87 C -0.365 -1.150 -2.927
88 O 0.438 -1.429 -3.806
89 O -0.061 -0.892 -1.706
90 H -4.703 0.550 -2.510
91 H -2.240 0.690 -2.197
92 H -1.742 -2.950 -4.364
93 H -4.209 -3.155 -4.601

Calculated values
- Multiplicity: 2
- Highest occupied orbital energy (alpha / beta): -7.6 / -7.6 eV
- DFT total energy: -260472.983 eV
- Gap between HOMO and LUMO (alpha / beta): 6.3523 / 6.3489 eV

***

# 2
Below is a molecular structure, C48H33BrHfN7O4SSe, with properties calculated with ωB97M-V with the def2-TZVPD basis set.

Cartesian coordinates (Å):
1 Hf -1.071 0.583 -0.385
2 C -2.890 1.673 2.257
3 O -2.854 0.696 1.200
4 C -3.445 -0.526 1.450
5 C -4.091 -0.865 2.624
6 C -4.664 -2.127 2.721
7 C -4.589 -3.029 1.668
8 C -3.933 -2.681 0.497
9 C -3.354 -1.427 0.399
10 N -2.635 -0.953 -0.749
11 N -2.677 -1.743 -1.750
12 C -2.178 -1.417 -2.960
13 C -1.709 -0.127 -3.327
14 O -1.414 0.771 -2.442
15 C -1.534 0.175 -4.709
16 C -1.659 -0.799 -5.642
17 C -1.984 -2.151 -5.302
18 C -2.023 -3.155 -6.287
19 C -2.324 -4.448 -5.947
20 C -2.599 -4.763 -4.608
21 C -2.569 -3.797 -3.632
22 C -2.261 -2.467 -3.963
23 H -3.928 1.873 2.517
24 H -2.426 2.563 1.851
25 H -2.329 1.300 3.114
26 H -4.155 -0.172 3.449
27 H -5.174 -2.403 3.634
28 H -5.043 -4.006 1.757
29 H -3.863 -3.365 -0.336
30 H -1.265 1.190 -4.968
31 H -1.494 -0.560 -6.686
32 H -1.812 -2.890 -7.315
33 H -2.352 -5.220 -6.703
34 H -2.835 -5.784 -4.338
35 H -2.772 -4.057 -2.602
36 Br -0.312 9.294 3.791
37 C 0.451 8.707 2.171
38 C 1.118 7.489 2.134
39 C 1.665 7.047 0.942
40 C 1.549 7.832 -0.195
41 C 0.937 9.073 -0.140
42 C 0.358 9.507 1.043
43 N 2.179 7.490 -1.458
44 N 1.993 6.399 -1.992
45 C 1.023 5.457 -1.469
46 C -0.296 5.762 -1.292
47 C -1.224 4.773 -0.891
48 C -0.819 3.479 -0.719
49 O -1.633 2.499 -0.275
50 C 0.539 3.142 -0.939
51 N 0.893 1.837 -0.700
52 C 2.170 1.522 -0.737
53 C 3.172 2.435 -1.105
54 C 2.823 3.720 -1.415
55 C 1.472 4.121 -1.302
56 H 1.208 6.894 3.032
57 H 2.189 6.100 0.911
58 H 0.913 9.694 -1.026
59 H -0.140 10.464 1.093
60 H -0.638 6.778 -1.436
61 H -2.261 5.030 -0.723
62 H 2.418 0.507 -0.450
63 H 4.199 2.103 -1.141
64 H 3.567 4.444 -1.721
65 Se 1.324 -0.887 -2.812
66 N 0.388 -1.164 -1.285
67 C 0.329 -2.477 -1.105
68 C -0.294 -3.130 0.011
69 C -0.263 -4.481 0.059
70 C 0.365 -5.277 -0.968
71 C 0.968 -4.706 -2.029
72 C 0.975 -3.272 -2.126
73 N 1.545 -2.609 -3.111
74 H -0.738 -2.540 0.800
75 H -0.711 -4.989 0.902
76 H 0.355 -6.354 -0.866
77 H 1.449 -5.284 -2.805
78 C 5.168 -6.387 5.679
79 C 4.357 -5.366 4.923
80 O 3.428 -5.637 4.218
81 S 4.950 -3.687 5.198
82 C 3.748 -2.777 4.279
83 C 2.886 -1.910 4.942
84 C 1.940 -1.188 4.234
85 C 1.839 -1.338 2.852
86 C 2.711 -2.207 2.190
87 C 3.664 -2.913 2.897
88 C 0.838 -0.640 2.101
89 C -0.050 -0.098 1.463
90 H 5.275 -7.275 5.061
91 H 4.614 -6.655 6.580
92 H 6.144 -6.005 5.973
93 H 2.954 -1.808 6.017
94 H 1.268 -0.516 4.749
95 H 2.629 -2.325 1.117
96 H 4.340 -3.583 2.384

Calculated values
- Total charge: +1
- Highest occupied orbital energy: -10.3 eV
- DFT total energy: -216459.024 eV
- Gap between HOMO and LUMO: 6.4261 eV

***

# 3
Below is a molecular structure, C48H37Cl3F3N13NaOS, with properties calculated with ωB97M-V with the def2-TZVPD basis set.

Cartesian coordinates (Å):
1 Na -0.635 0.119 0.006
2 N 3.457 -0.016 -3.131
3 C 2.464 -0.031 -2.171
4 S 0.845 0.053 -2.743
5 N 2.942 -0.171 -0.951
6 N 2.033 -0.065 0.059
7 C 2.461 -0.384 1.229
8 C 3.790 -0.994 1.506
9 C 4.626 -0.452 2.478
10 C 5.867 -1.015 2.745
11 C 6.281 -2.141 2.050
12 C 5.449 -2.695 1.084
13 C 4.218 -2.123 0.809
14 C 1.576 -0.066 2.384
15 C 1.648 -0.792 3.573
16 C 0.817 -0.443 4.623
17 C -0.066 0.610 4.460
18 C -0.089 1.253 3.232
19 N 0.715 0.943 2.224
20 H 3.177 0.354 -4.023
21 H 4.371 0.235 -2.788
22 H 4.302 0.424 3.028
23 H 6.508 -0.574 3.498
24 H 7.244 -2.588 2.261
25 H 5.765 -3.575 0.537
26 H 3.575 -2.543 0.048
27 H 2.333 -1.624 3.659
28 H 0.849 -1.002 5.550
29 H -0.751 0.906 5.244
30 H -0.793 2.055 3.044
31 C -5.170 -0.603 -4.559
32 N -4.609 -0.761 -3.225
33 C -3.696 0.005 -2.603
34 N -3.296 -0.560 -1.488
35 C -4.020 -1.710 -1.464
36 N -4.820 -1.880 -2.497
37 C -4.205 -1.093 -5.618
38 C -4.325 -2.339 -6.214
39 C -3.370 -2.773 -7.128
40 C -2.282 -1.977 -7.442
41 C -2.153 -0.728 -6.840
42 C -3.119 -0.290 -5.945
43 C -0.993 0.121 -7.116
44 N -0.111 0.029 -8.048
45 N 0.767 1.093 -7.863
46 C 0.340 1.738 -6.835
47 O -0.776 1.187 -6.306
48 C 0.898 2.941 -6.218
49 C 1.988 3.565 -6.822
50 C 2.529 4.698 -6.242
51 C 1.985 5.205 -5.068
52 C 0.896 4.591 -4.468
53 C 0.335 5.147 -3.179
54 N 0.279 4.156 -2.133
55 C -0.702 3.328 -1.735
56 N -0.238 2.496 -0.836
57 C 1.054 2.875 -0.688
58 N 1.414 3.883 -1.449
59 C 0.357 3.450 -5.048
60 H -5.398 0.453 -4.713
61 H -6.106 -1.159 -4.581
62 H -3.360 0.953 -2.993
63 H -3.943 -2.430 -0.663
64 H -5.155 -2.982 -5.947
65 H -3.466 -3.750 -7.581
66 H -1.522 -2.314 -8.134
67 H -3.009 0.682 -5.484
68 H 2.397 3.146 -7.731
69 H 3.384 5.182 -6.696
70 H 2.425 6.079 -4.602
71 H -0.663 5.567 -3.320
72 H 0.989 5.938 -2.820
73 H -1.704 3.348 -2.134
74 H 1.726 2.379 -0.009
75 H -0.464 2.930 -4.571
76 F -0.053 -6.025 6.849
77 C -0.658 -6.371 5.691
78 F -1.786 -7.029 6.053
79 F 0.134 -7.285 5.099
80 C -0.936 -5.191 4.820
81 C -0.731 -5.250 3.449
82 C -1.025 -4.156 2.654
83 C -1.524 -2.970 3.208
84 C -1.738 -2.939 4.598
85 C -1.447 -4.029 5.391
86 C -1.798 -1.821 2.410
87 C -1.976 -0.784 1.769
88 H -0.337 -6.152 3.000
89 H -0.865 -4.205 1.585
90 H -2.136 -2.032 5.034
91 H -1.614 -3.983 6.461
92 Cl -1.597 -3.224 -3.698
93 C -0.107 -3.245 -2.739
94 Cl -0.385 -2.944 -1.020
95 H 0.531 -2.442 -3.097
96 H 0.336 -4.228 -2.843
97 Cl -4.420 0.939 4.051
98 C -3.760 2.122 2.972
99 C -3.245 3.303 3.463
100 C -2.702 4.201 2.555
101 C -2.721 3.874 1.210
102 N -3.246 2.745 0.734
103 C -3.741 1.872 1.603
104 H -3.254 3.503 4.527
105 H -2.264 5.132 2.888
106 H -2.292 4.549 0.478
107 H -4.119 0.935 1.217

Calculated values
- Total charge: -1
- Highest occupied orbital energy: -4.6 eV
- DFT total energy: -132769.028 eV
- Gap between HOMO and LUMO: 6.3415 eV

***

# 4
Below is a molecular structure, C48H38ClINO3P2PdSi, with properties calculated with ωB97M-V with the def2-TZVPD basis set.

Cartesian coordinates (Å):
1 Pd 0.006 -0.456 -0.132
2 C -3.147 0.989 -1.745
3 Si -1.854 1.139 -0.387
4 C -0.983 2.732 -0.896
5 C -1.630 3.965 -0.780
6 C -1.164 5.092 -1.436
7 C -0.054 5.003 -2.268
8 C 0.614 3.798 -2.389
9 C 0.176 2.678 -1.676
10 P 1.162 1.163 -1.749
11 C 1.104 0.505 -3.428
12 C -0.020 -0.214 -3.833
13 C -0.107 -0.700 -5.127
14 C 0.927 -0.468 -6.024
15 C 2.045 0.251 -5.628
16 C 2.140 0.738 -4.332
17 C 2.883 1.587 -1.417
18 C 3.291 2.826 -0.925
19 C 4.630 3.053 -0.641
20 C 5.565 2.048 -0.838
21 C 5.160 0.807 -1.313
22 C 3.827 0.571 -1.597
23 C -2.820 1.186 1.222
24 C -4.044 1.868 1.284
25 C -4.858 1.788 2.400
26 C -4.482 0.997 3.480
27 C -3.286 0.306 3.439
28 C -2.455 0.409 2.322
29 P -0.875 -0.478 2.333
30 C -1.229 -2.186 2.832
31 C -1.137 -2.582 4.168
32 C -1.471 -3.877 4.534
33 C -1.895 -4.786 3.574
34 C -1.992 -4.397 2.246
35 C -1.660 -3.104 1.875
36 C 0.048 0.228 3.721
37 C 1.225 -0.404 4.130
38 C 1.970 0.121 5.172
39 C 1.555 1.286 5.807
40 C 0.398 1.928 5.393
41 C -0.353 1.406 4.348
42 H -3.497 1.996 -1.986
43 H -4.007 0.391 -1.444
44 H -2.737 0.563 -2.662
45 H -2.529 4.045 -0.179
46 H -1.681 6.036 -1.325
47 H 0.289 5.869 -2.816
48 H 1.480 3.729 -3.035
49 H -0.819 -0.409 -3.132
50 H -0.979 -1.264 -5.432
51 H 0.861 -0.850 -7.034
52 H 2.848 0.434 -6.328
53 H 3.021 1.288 -4.029
54 H 2.570 3.612 -0.750
55 H 4.942 4.019 -0.266
56 H 6.608 2.230 -0.617
57 H 5.884 0.016 -1.457
58 H 3.516 -0.404 -1.942
59 H -4.378 2.454 0.436
60 H -5.797 2.325 2.424
61 H -5.125 0.914 4.346
62 H -2.999 -0.319 4.277
63 H -0.808 -1.884 4.926
64 H -1.400 -4.175 5.571
65 H -2.151 -5.796 3.864
66 H -2.325 -5.100 1.494
67 H -1.739 -2.813 0.839
68 H 1.561 -1.304 3.632
69 H 2.877 -0.377 5.486
70 H 2.137 1.693 6.623
71 H 0.076 2.838 5.882
72 H -1.248 1.920 4.026
73 Cl -0.170 -6.390 -3.784
74 C 0.318 -4.991 -2.932
75 C 1.710 -4.825 -2.703
76 C 2.154 -3.726 -2.051
77 I 4.162 -3.436 -1.665
78 C 1.201 -2.709 -1.609
79 O 1.610 -1.625 -1.079
80 C -0.197 -2.936 -1.770
81 N -1.034 -2.006 -1.236
82 C -2.390 -2.192 -1.432
83 C -2.903 -3.238 -2.122
84 C -2.042 -4.224 -2.675
85 C -0.671 -4.076 -2.476
86 H 2.389 -5.589 -3.052
87 H -3.034 -1.465 -0.963
88 H -3.975 -3.321 -2.236
89 H -2.434 -5.068 -3.220
90 C 2.069 2.590 1.972
91 O 1.045 1.855 1.246
92 C 1.334 0.589 0.967
93 O 2.306 -0.020 1.294
94 H 1.939 3.629 1.685
95 H 3.054 2.227 1.692
96 H 1.899 2.460 3.038

Calculated values
- Total charge: +1
- Multiplicity: 5
- Highest occupied orbital energy (alpha / beta): -8.0 / -11.3 eV
- DFT total energy: -108576.583 eV
- Gap between HOMO and LUMO (alpha / beta): 5.3245 / 5.8592 eV

***

# 5
Below is a molecular structure, C48H38N3O2W, with properties calculated with ωB97M-V with the def2-TZVPD basis set.

Cartesian coordinates (Å):
1 W 0.136 -0.503 -0.177
2 O -1.692 -0.283 -0.391
3 C -2.736 0.672 -0.565
4 C -2.117 1.821 -1.359
5 C -0.976 2.543 -0.691
6 C -1.087 3.906 -0.466
7 C 0.001 4.615 0.011
8 C 1.193 3.940 0.186
9 C 1.248 2.572 -0.042
10 C 2.586 1.877 0.054
11 C 2.807 0.795 -1.015
12 O 1.917 -0.260 -0.643
13 C 2.452 1.245 -2.425
14 C 2.566 2.570 -2.827
15 C 2.238 2.944 -4.124
16 C 1.794 1.996 -5.032
17 C 1.694 0.667 -4.642
18 C 2.025 0.294 -3.349
19 C 4.230 0.262 -0.909
20 C 4.555 -0.611 0.126
21 C 5.854 -1.066 0.280
22 C 6.847 -0.646 -0.596
23 C 6.530 0.225 -1.626
24 C 5.226 0.676 -1.785
25 N 0.159 1.869 -0.406
26 C -3.199 1.112 0.819
27 C -3.881 2.315 0.980
28 C -4.309 2.723 2.234
29 C -4.070 1.927 3.346
30 C -3.411 0.717 3.190
31 C -2.977 0.313 1.936
32 C -3.866 -0.025 -1.321
33 C -4.338 0.418 -2.550
34 C -5.353 -0.270 -3.205
35 C -5.895 -1.413 -2.644
36 C -5.423 -1.865 -1.418
37 C -4.422 -1.172 -0.761
38 H -2.878 2.557 -1.614
39 H -1.747 1.408 -2.303
40 H -2.023 4.402 -0.681
41 H -0.070 5.677 0.203
42 H 2.093 4.460 0.484
43 H 2.708 1.395 1.028
44 H 3.370 2.632 -0.013
45 H 2.919 3.327 -2.138
46 H 2.334 3.980 -4.422
47 H 1.537 2.288 -6.042
48 H 1.364 -0.083 -5.348
49 H 1.963 -0.747 -3.056
50 H 3.781 -0.951 0.803
51 H 6.094 -1.754 1.080
52 H 7.861 -1.003 -0.478
53 H 7.296 0.551 -2.316
54 H 4.989 1.344 -2.603
55 H -4.103 2.938 0.122
56 H -4.837 3.661 2.341
57 H -4.403 2.245 4.325
58 H -3.230 0.084 4.049
59 H -2.459 -0.632 1.827
60 H -3.933 1.303 -3.021
61 H -5.714 0.092 -4.159
62 H -6.682 -1.950 -3.156
63 H -5.839 -2.759 -0.972
64 H -4.066 -1.532 0.196
65 C 0.133 -2.552 -0.050
66 C 0.131 -3.770 0.026
67 C 0.128 -5.203 0.065
68 C -0.393 -5.883 1.169
69 C -0.399 -7.268 1.198
70 C 0.125 -7.988 0.134
71 C 0.651 -7.321 -0.965
72 C 0.647 -5.937 -1.005
73 H -0.802 -5.315 1.995
74 H -0.811 -7.786 2.054
75 H 0.122 -9.070 0.159
76 H 1.059 -7.881 -1.795
77 H 1.046 -5.410 -1.861
78 N 1.027 -1.115 3.882
79 C 0.863 -1.405 2.590
80 N 0.411 -0.361 1.904
81 C 0.257 0.680 2.836
82 C -0.209 1.986 2.698
83 C -0.254 2.766 3.834
84 C 0.148 2.277 5.087
85 C 0.602 0.982 5.237
86 C 0.643 0.205 4.086
87 H 1.374 -1.756 4.576
88 H 1.061 -2.371 2.151
89 H -0.566 2.370 1.752
90 H -0.625 3.779 3.760
91 H 0.094 2.924 5.951
92 H 0.907 0.593 6.199

Calculated values
- Total charge: +1
- Highest occupied orbital energy (alpha / beta): -9.7 / -9.7 eV
- DFT total energy: -60779.952 eV
- Gap between HOMO and LUMO (alpha / beta): 7.2019 / 7.2038 eV